# 1
Density functional theory data (ωB97M-V/def2-TZVPD) for a structure of composition C2HKMgO2 in a non-equilibrium geometry.

Results
Molecular weight: 120.43 g/mol
Charge: +2
Orbital gap (alpha / beta): 0.2226 / 0.3564 Ha
Spin multiplicity: 1

Geometry as XYZ:
```
7
Properties=species:S:1:pos:R:3:lowdin_charge:R:1
O -1.582 -0.352 -0.328 -0.32
C -0.892 -0.186 -1.396 0.08
Mg -3.759 0.339 0.947 1.12
K 0.689 -1.515 0.367 0.90
H -1.524 0.210 -2.227 0.12
C 3.100 0.451 1.127 -0.01
O 3.968 1.053 1.511 0.11
```

---

# 2
Density functional theory data (ωB97M-V/def2-TZVPD) for a structure of composition C2HLiO2Tb in a non-equilibrium geometry.

Results
Molecular weight: 222.89 g/mol
⟨S²⟩: 16.762
Charge: +2
Orbital gap (alpha / beta): 0.2707 / 0.2861 Ha
Spin multiplicity: 8

Geometry as XYZ:
```
7
Properties=species:S:1:pos:R:3:mulliken_spin:R:1
O -2.222 0.018 -0.978 -0.15
C -1.338 0.192 -0.234 0.04
C -0.231 0.335 0.457 -0.47
H -0.402 0.481 1.532 0.02
Tb 1.947 1.308 -0.413 7.94
Li 0.964 -1.747 0.503 -0.03
O 1.281 -0.586 -0.866 -0.35
```

---

# 3
Density functional theory data (ωB97M-V/def2-TZVPD) for the ion C2HN2O2 with charge -1 in a non-equilibrium geometry.

Results
Molecular weight: 85.04 g/mol
Charge: -1
Orbital gap: 0.2916 Ha
Spin multiplicity: 1
SMILES string: N#CC=[N+]([O-])[O-]

Geometry as XYZ:
```
7
Properties=species:S:1:pos:R:3:lowdin_charge:R:1
N -1.616 0.514 -1.637 0.06
C -0.868 -0.113 -1.037 -0.50
C -0.064 -0.825 -0.228 -0.08
N 0.487 0.408 0.905 -0.39
O 1.552 0.098 1.453 -0.08
O -0.178 1.415 1.172 -0.04
H 0.687 -1.497 -0.628 0.02
```

---

# 4
Density functional theory data (ωB97M-V/def2-TZVPD) for the molecule C2HN3O2 in a non-equilibrium geometry.

Results
Molecular weight: 99.05 g/mol
Charge: 0
Orbital gap: 0.3004 Ha
Spin multiplicity: 1

Geometry as XYZ:
```
8
Properties=species:S:1:pos:R:3:lowdin_charge:R:1
C 0.927 0.177 -0.062 0.01
C -1.117 1.518 -0.257 -0.04
N -1.661 0.421 0.299 0.01
N -1.101 -0.676 0.432 0.14
N 0.165 -0.934 -0.073 -0.27
O 0.264 1.349 -0.211 -0.03
O 0.539 -2.080 -0.257 0.02
H 1.984 0.224 0.129 0.16
```

---

# 5
Density functional theory data (ωB97M-V/def2-TZVPD) for a cluster of 2 separate species, C2HN3O2 in total in a non-equilibrium geometry.

Results
Molecular weight: 99.05 g/mol
Charge: 0
Orbital gap: 0.3701 Ha
Spin multiplicity: 1

Geometry as XYZ:
```
8
Properties=species:S:1:pos:R:3:lowdin_charge:R:1
C 0.512 -2.887 0.035 0.09
C 2.703 -0.126 -0.092 -0.48
N -0.462 -2.331 -0.321 -0.12
N -1.061 -1.199 -0.253 -0.04
N -0.129 -0.371 -0.123 0.12
O 3.075 -1.085 0.405 0.19
O 2.406 0.888 -0.548 0.18
H -0.388 0.554 0.035 0.05
```

---

# 6
Density functional theory data (ωB97M-V/def2-TZVPD) for the molecule C2HN3O3 in a non-equilibrium geometry.

Results
Molecular weight: 115.05 g/mol
Charge: 0
Orbital gap: 0.3425 Ha
Spin multiplicity: 1
SMILES string: O=CN=C=NON=O

Geometry as XYZ:
```
9
Properties=species:S:1:pos:R:3:lowdin_charge:R:1
O 1.036 -0.929 -1.359 0.08
C 0.327 -0.304 -0.597 -0.30
N -0.978 -0.001 -0.794 0.18
C -2.082 0.261 -1.175 -0.16
N -3.210 0.760 -1.146 0.14
O -3.324 1.557 0.118 -0.01
N -2.678 1.199 1.111 -0.12
O -2.176 0.137 1.199 0.02
H 0.406 0.097 0.491 0.17
```

---

# 7
Density functional theory data (ωB97M-V/def2-TZVPD) for a cluster of 2 separate species, C2HN3O3 in total in a non-equilibrium geometry.

Results
Molecular weight: 115.05 g/mol
Charge: 0
Orbital gap (alpha / beta): 0.3092 / 0.3517 Ha
Spin multiplicity: 1

Geometry as XYZ:
```
9
Properties=species:S:1:pos:R:3:lowdin_charge:R:1
C 1.181 0.165 0.870 -0.12
C 0.263 -0.017 -0.290 -0.02
N 2.342 0.488 0.360 0.07
N 0.943 0.118 -1.343 0.01
N -2.389 -0.464 -0.194 -0.25
O -2.758 -0.047 0.828 0.13
O -2.830 -1.058 -1.112 0.13
O 2.230 0.465 -1.068 -0.08
H 1.019 0.349 1.951 0.12
```

---

# 8
Density functional theory data (ωB97M-V/def2-TZVPD) for a cluster of 2 separate species, C2HN3OS in total in a non-equilibrium geometry.

Results
Molecular weight: 115.12 g/mol
Charge: 0
Orbital gap (alpha / beta): 0.3153 / 0.2156 Ha
Spin multiplicity: 1

Geometry as XYZ:
```
8
Properties=species:S:1:pos:R:3:lowdin_charge:R:1
C 2.174 -1.876 -2.710 -0.03
C 0.847 -2.022 1.826 -0.31
N 2.387 -1.100 -3.523 0.02
N 0.177 -2.347 2.687 0.12
N -0.051 -0.462 -0.121 -0.19
O 2.189 0.051 1.194 -0.42
S 1.329 -0.851 0.475 0.75
H -0.307 0.445 -0.570 0.07
```

---

# 9
Density functional theory data (ωB97M-V/def2-TZVPD) for the molecule C2HN3S in a non-equilibrium geometry.

Results
Molecular weight: 99.12 g/mol
Charge: 0
Orbital gap: 0.2840 Ha
Spin multiplicity: 1

Geometry as XYZ:
```
7
Properties=species:S:1:pos:R:3:lowdin_charge:R:1
C -0.269 -2.021 -0.217 0.19
C 0.020 1.201 0.294 -0.84
N -0.328 -0.868 -0.428 -0.08
N -0.615 0.293 -0.455 0.07
N 0.919 1.344 1.150 -0.12
S 0.266 2.926 0.418 0.72
H 0.006 -2.876 -0.762 0.07
```

---

# 10
Density functional theory data (ωB97M-V/def2-TZVPD) for a structure of composition C2HN4S in a non-equilibrium geometry.

Results
Molecular weight: 113.12 g/mol
⟨S²⟩: 2.030
Charge: -1
Orbital gap (alpha / beta): 0.2059 / 0.1942 Ha
Spin multiplicity: 3

Geometry as XYZ:
```
8
Properties=species:S:1:pos:R:3:mulliken_spin:R:1
C -0.106 0.164 0.118 -0.16
C -1.455 -0.017 0.035 0.42
N 1.052 -1.307 -0.169 0.23
N 0.805 1.066 0.196 0.17
N 2.088 -0.670 -0.168 -0.01
N 2.026 0.663 0.066 0.20
S -2.629 1.157 -0.108 1.10
H -1.781 -1.056 0.030 0.04
```

---

# 11
Density functional theory data (ωB97M-V/def2-TZVPD) for the molecule C2HNO in a non-equilibrium geometry.

Results
Molecular weight: 55.04 g/mol
Charge: 0
Orbital gap: 0.3619 Ha
Spin multiplicity: 1
SMILES string: N#CC=O

Geometry as XYZ:
```
5
Properties=species:S:1:pos:R:3:lowdin_charge:R:1
N -1.831 -0.594 0.019 0.22
C -0.759 0.003 -0.138 -0.16
C 0.525 0.215 -0.042 -0.26
O 1.214 -0.847 -0.030 0.07
H 0.851 1.223 0.191 0.12
```

---

# 12
Density functional theory data (ωB97M-V/def2-TZVPD) for the molecule C2HNO2 in a non-equilibrium geometry.

Results
Molecular weight: 71.03 g/mol
⟨S²⟩: 2.012
Charge: 0
Orbital gap (alpha / beta): 0.2415 / 0.2956 Ha
Spin multiplicity: 3

Geometry as XYZ:
```
6
Properties=species:S:1:pos:R:3:mulliken_spin:R:1
C -0.407 0.789 0.001 0.38
C -0.431 -0.781 0.000 0.37
N 0.715 -0.014 0.009 0.36
O -0.764 1.915 -0.004 0.43
O -0.846 -1.886 -0.004 0.41
H 1.733 -0.023 -0.002 0.05
```

---

# 13
Density functional theory data (ωB97M-V/def2-TZVPD) for a structure of composition C2HNO3 in a non-equilibrium geometry.

Results
Molecular weight: 87.03 g/mol
Charge: 0
Orbital gap (alpha / beta): 0.2989 / 0.2879 Ha
Spin multiplicity: 1

Geometry as XYZ:
```
7
Properties=species:S:1:pos:R:3:lowdin_charge:R:1
C 0.427 -0.647 0.208 -0.13
C -0.835 -0.295 -0.210 -0.34
N -0.485 1.377 -0.514 0.13
O 1.337 0.217 0.398 0.04
O -1.906 -0.718 -0.456 0.13
O 0.569 1.626 -0.022 0.00
H 0.893 -1.559 0.596 0.17
```

---

# 14
Density functional theory data (ωB97M-V/def2-TZVPD) for the molecule C2HNO3 in a non-equilibrium geometry.

Results
Molecular weight: 87.03 g/mol
Charge: 0
Orbital gap (alpha / beta): 0.2895 / 0.2783 Ha
Spin multiplicity: 1
SMILES string: O=CC(=O)N=O

Geometry as XYZ:
```
7
Properties=species:S:1:pos:R:3:lowdin_charge:R:1
O -1.505 0.519 0.373 0.15
C -0.968 -0.140 -0.444 -0.16
C -0.121 0.315 -1.559 -0.52
O 0.375 -0.516 -2.259 0.12
N -0.429 1.572 -1.608 0.09
O -0.762 2.477 -0.896 0.14
H -0.669 -1.259 -0.368 0.18
```

---

# 15
Density functional theory data (ωB97M-V/def2-TZVPD) for the molecule C2HNO3S2 in a non-equilibrium geometry.

Results
Molecular weight: 151.17 g/mol
Charge: 0
Orbital gap: 0.2865 Ha
Spin multiplicity: 1

Geometry as XYZ:
```
9
Properties=species:S:1:pos:R:3:lowdin_charge:R:1
C -1.023 -0.186 0.430 -0.29
C 0.543 -1.095 0.058 -0.53
N 1.418 -0.149 0.321 -0.21
O 0.552 -2.278 0.049 0.12
O -3.073 1.126 -0.171 -0.55
O 2.473 1.533 -1.329 -0.46
S -1.874 0.507 -0.722 0.89
S 2.303 1.149 0.047 1.00
H -1.320 -0.607 1.318 0.03
```

---

# 16
Density functional theory data (ωB97M-V/def2-TZVPD) for the molecule C2HNO3S2 in a non-equilibrium geometry.

Results
Molecular weight: 151.17 g/mol
Charge: 0
Orbital gap: 0.3149 Ha
Spin multiplicity: 1

Geometry as XYZ:
```
9
Properties=species:S:1:pos:R:3:lowdin_charge:R:1
C 0.812 1.342 0.233 -0.56
C -1.244 -1.758 -0.256 -0.36
N -0.309 -1.120 0.223 -0.11
O -2.006 -2.439 -0.761 0.21
O -1.182 0.919 -1.407 -0.54
O 2.110 -0.836 1.009 -0.47
S -0.249 1.929 -0.853 0.95
S 0.790 -0.221 1.162 0.88
H 1.278 2.184 0.650 0.00
```

---

# 17
Density functional theory data (ωB97M-V/def2-TZVPD) for a cluster of 2 separate species, C2HNO4 in total in a non-equilibrium geometry.

Results
Molecular weight: 103.03 g/mol
Charge: 0
Orbital gap (alpha / beta): 0.3094 / 0.2813 Ha
Spin multiplicity: 1

Geometry as XYZ:
```
8
Properties=species:S:1:pos:R:3:lowdin_charge:R:1
C -0.117 -0.405 -0.884 -0.37
C -0.401 -1.424 0.004 -0.04
N -2.237 0.227 -0.184 -0.29
O -0.361 -0.189 -2.046 0.05
O -0.590 -2.081 0.938 0.25
O -2.677 0.135 0.930 0.09
O -2.421 0.832 -1.127 0.17
H 0.646 0.063 -0.315 0.14
```

---

# 18
Density functional theory data (ωB97M-V/def2-TZVPD) for the molecule C2HNO4 in a non-equilibrium geometry.

Results
Molecular weight: 103.03 g/mol
Charge: 0
Orbital gap: 0.4304 Ha
Spin multiplicity: 1
SMILES string: O=c1[nH]oc(=O)o1

Geometry as XYZ:
```
8
Properties=species:S:1:pos:R:3:lowdin_charge:R:1
O -2.120 -0.812 0.049 0.18
C -1.007 -0.427 -0.089 -0.53
N -0.555 0.952 -0.136 0.19
O 0.929 0.912 -0.102 0.15
C 1.261 -0.287 -0.147 -0.49
O 2.342 -0.867 0.102 0.13
O 0.097 -1.131 -0.219 0.19
H -0.946 1.660 0.541 0.18
```

---

# 19
Density functional theory data (ωB97M-V/def2-TZVPD) for the molecule C2HNO4 in a non-equilibrium geometry.

Results
Molecular weight: 103.03 g/mol
Charge: 0
Orbital gap: 0.4272 Ha
Spin multiplicity: 1
SMILES string: O=c1[nH]oc(=O)o1

Geometry as XYZ:
```
8
Properties=species:S:1:pos:R:3:lowdin_charge:R:1
O -2.263 -0.669 -0.086 0.19
C -1.186 -0.182 0.055 -0.36
N -0.694 1.156 -0.087 0.14
O 0.655 1.109 -0.044 0.12
C 1.176 -0.044 0.004 -0.60
O 2.234 -0.607 -0.036 0.18
O 0.122 -0.862 0.098 0.15
H -1.062 1.507 0.791 0.17
```

---

# 20
Density functional theory data (ωB97M-V/def2-TZVPD) for a structure of composition C2HNO4 in a non-equilibrium geometry.

Results
Molecular weight: 103.03 g/mol
⟨S²⟩: 2.016
Charge: 0
Orbital gap (alpha / beta): 0.2162 / 0.2780 Ha
Spin multiplicity: 3

Geometry as XYZ:
```
8
Properties=species:S:1:pos:R:3:mulliken_spin:R:1
C 0.882 0.427 0.288 0.30
C 0.437 -0.252 -1.572 0.33
N 0.522 -1.699 -1.691 0.20
O 2.005 0.525 0.581 0.29
O 0.254 0.515 -2.469 0.44
O -0.534 -2.300 -1.713 0.22
O 1.650 -2.171 -1.733 0.17
H -0.089 0.620 0.678 0.06
```